# C28H58FN13O28

14 unconnected molecules or ions with the total composition C28H58FN13O28 at a distorted geometry (ωB97M-V/def2-TZVPD, the OMol25 dataset).

Each line ends with the Mulliken charge.
Geometry (Å):
1 C -0.383 -3.104 -0.729  -1.181
2 C 0.819 -2.092 -0.350  0.554
3 F 2.114 -2.722 -0.515  -0.370
4 C 0.742 -0.863 -1.415  -0.586
5 C 0.707 0.586 -0.721  0.001
6 C 1.708 0.896 0.509  0.160
7 O 2.754 0.292 0.827  -0.538
8 O 1.099 2.053 1.088  -0.345
9 C -0.136 2.523 0.432  -0.614
10 C -0.741 1.244 -0.387  0.544
11 C -1.283 1.593 -1.852  -0.977
12 C -2.838 1.984 -1.925  -0.797
13 C -3.803 1.024 -1.098  0.635
14 C -4.471 1.435 0.263  -0.007
15 C -5.452 0.506 1.046  -0.891
16 C -5.827 -0.904 0.486  -0.075
17 C -5.163 -1.350 -0.852  -0.254
18 C -4.187 -0.409 -1.618  -0.543
19 H -1.373 -2.611 -0.453  0.274
20 H -0.333 -3.373 -1.851  0.181
21 H -0.198 -4.095 -0.164  0.385
22 H 0.760 -1.716 0.729  0.272
23 H 1.727 -0.906 -2.022  0.241
24 H -0.095 -1.053 -2.164  0.188
25 H 1.130 1.273 -1.538  0.271
26 H -0.896 3.041 1.101  0.272
27 H 0.303 3.196 -0.402  0.310
28 H -1.412 0.708 0.362  0.357
29 H -0.696 2.531 -2.199  0.406
30 H -1.052 0.792 -2.645  0.302
31 H -3.007 3.062 -1.589  0.047
32 H -3.148 1.876 -3.035  0.405
33 H -4.278 2.461 0.727  0.253
34 H -5.951 0.812 2.034  0.244
35 H -6.553 -1.617 1.006  0.366
36 H -5.471 -2.384 -1.246  0.304
37 H -3.762 -0.801 -2.603  0.284
38 C 4.809 -1.476 -0.743  -0.657
39 N 6.209 -1.950 -0.579  0.881
40 O 6.961 -1.260 0.097  -0.574
41 O 6.507 -2.994 -1.132  -0.540
42 H 4.688 -0.541 -0.201  0.306
43 H 4.636 -1.329 -1.809  0.280
44 H 4.153 -2.243 -0.338  0.287
45 C -2.833 -7.267 -1.430  -0.754
46 N -2.445 -5.842 -1.598  0.886
47 O -2.653 -5.090 -0.661  -0.449
48 O -1.945 -5.526 -2.665  -0.539
49 H -3.261 -7.398 -0.440  0.330
50 H -3.565 -7.501 -2.201  0.184
51 H -1.931 -7.868 -1.544  0.313
52 C -5.487 -4.861 1.939  -0.607
53 N -5.845 -6.134 1.261  0.899
54 O -6.791 -6.762 1.708  -0.553
55 O -5.163 -6.457 0.303  -0.490
56 H -6.174 -4.700 2.768  0.305
57 H -4.463 -4.957 2.298  0.305
58 H -5.575 -4.061 1.204  0.123
59 C -1.294 -4.843 -5.764  -0.414
60 N -0.906 -3.416 -5.926  0.943
61 O -1.114 -2.667 -4.983  -0.525
62 O -0.405 -3.098 -6.992  -0.572
63 H -1.723 -4.980 -4.773  0.047
64 H -2.027 -5.073 -6.537  0.280
65 H -0.393 -5.444 -5.881  0.297
66 C -5.979 -6.675 -4.893  -0.829
67 N -4.574 -7.124 -5.071  0.826
68 O -4.355 -7.966 -5.925  -0.527
69 O -3.736 -6.610 -4.343  -0.451
70 H -6.611 -7.210 -5.600  0.351
71 H -6.269 -6.903 -3.870  0.359
72 H -6.008 -5.603 -5.084  0.284
73 C 7.787 0.446 2.527  -0.790
74 N 8.514 0.290 3.815  0.902
75 O 9.600 0.842 3.918  -0.533
76 O 7.971 -0.379 4.676  -0.529
77 H 8.385 1.063 1.859  0.287
78 H 7.643 -0.548 2.108  0.395
79 H 6.833 0.926 2.745  0.307
80 C 8.819 3.911 4.788  -0.834
81 N 9.180 5.341 4.612  0.906
82 O 8.954 6.096 5.548  -0.522
83 O 9.676 5.657 3.541  -0.509
84 H 8.391 3.776 5.779  0.324
85 H 8.092 3.658 4.016  0.268
86 H 9.731 3.326 4.678  0.361
87 C 6.951 8.084 3.483  -0.699
88 N 6.101 6.867 3.399  0.905
89 O 6.537 5.921 2.757  -0.524
90 O 5.030 6.901 3.978  -0.555
91 H 7.869 7.911 2.924  0.245
92 H 6.387 8.909 3.050  0.324
93 H 7.169 8.261 4.535  0.258
94 C -9.591 -1.701 -0.539  -0.817
95 N -8.701 -2.883 -0.681  0.876
96 O -7.547 -2.764 -0.299  -0.511
97 O -9.192 -3.887 -1.170  -0.485
98 H -9.023 -0.886 -0.092  0.278
99 H -9.937 -1.429 -1.536  0.294
100 H -10.422 -1.991 0.103  0.305
101 C 10.481 8.160 8.000  -0.683
102 N 9.905 9.463 8.424  0.876
103 O 9.904 10.368 7.606  -0.518
104 O 9.475 9.530 9.564  -0.526
105 H 10.822 8.244 6.970  0.292
106 H 11.314 7.936 8.665  0.301
107 H 9.695 7.410 8.085  0.260
108 C -10.410 -7.126 -3.490  -0.715
109 N -9.005 -7.575 -3.671  0.823
110 O -8.791 -8.419 -4.526  -0.519
111 O -8.166 -7.064 -2.947  -0.474
112 H -11.043 -7.661 -4.196  0.326
113 H -10.698 -7.353 -2.464  0.268
114 H -10.439 -6.054 -3.681  0.275
115 C -6.050 5.959 -0.408  -0.789
116 N -5.162 4.776 -0.552  0.805
117 O -4.005 4.892 -0.172  -0.499
118 O -5.654 3.774 -1.039  -0.449
119 H -5.481 6.773 0.038  0.313
120 H -6.398 6.232 -1.404  0.290
121 H -6.880 5.670 0.236  0.299
122 C 8.354 6.557 -0.121  -0.354
123 N 8.713 7.989 -0.296  0.920
124 O 8.487 8.743 0.638  -0.527
125 O 9.208 8.306 -1.363  -0.557
126 H 7.926 6.420 0.871  0.002
127 H 7.629 6.303 -0.893  0.270
128 H 9.268 5.974 -0.230  0.280

For the gap between HOMO and LUMO, the calculation gives 8.10 eV. The calculated total energy is -109353.00842 eV. As for the net charge: 0.

---

# C28H58NO15S6

8 unconnected molecules or ions with the total composition C28H58NO15S6 at a distorted geometry (ωB97M-V/def2-TZVPD, the OMol25 dataset).

Each line ends with the Mulliken charge.
Geometry (Å):
1 N 16.738 15.507 3.032  -0.022
2 H 17.109 15.417 2.150  0.448
3 H 17.101 14.991 3.818  0.196
4 H 15.766 15.219 2.980  0.198
5 H 16.979 16.701 3.308  0.172
6 C 14.979 11.959 8.517  -1.156
7 C 14.412 12.976 7.644  -0.023
8 C 15.330 14.095 7.088  -0.074
9 O 15.312 13.912 5.688  0.505
10 C 14.591 12.968 5.376  0.117
11 O 14.333 12.594 4.202  -0.671
12 O 14.036 12.342 6.461  -0.402
13 H 14.187 11.100 8.911  0.277
14 H 15.452 12.550 9.412  0.309
15 H 15.891 11.357 8.161  0.200
16 H 13.435 13.208 7.784  0.629
17 H 16.339 13.988 7.466  -0.170
18 H 14.827 14.953 7.349  0.443
19 C 20.390 11.742 7.296  -0.960
20 C 20.874 10.983 6.002  -0.486
21 C 19.878 11.137 4.866  -0.780
22 S 18.511 12.206 5.415  1.424
23 O 17.416 11.340 5.680  -0.692
24 O 18.503 13.343 4.485  -0.680
25 C 19.200 12.787 6.955  -0.176
26 H 21.162 12.427 7.921  0.304
27 H 20.187 11.120 8.000  0.512
28 H 21.104 9.884 6.306  0.275
29 H 21.915 11.330 5.764  0.264
30 H 19.339 10.208 4.538  0.392
31 H 20.429 11.512 3.898  0.266
32 H 18.403 12.602 7.614  0.314
33 H 19.445 13.970 6.755  -0.071
34 C 20.305 21.084 1.284  -0.471
35 C 20.275 20.711 -0.141  -0.491
36 C 19.723 19.271 -0.312  -1.110
37 S 20.166 18.486 1.170  1.153
38 O 21.329 17.730 0.892  -0.695
39 O 19.031 17.915 1.825  -0.526
40 C 20.556 19.925 2.134  -0.994
41 H 19.320 21.509 1.562  0.097
42 H 20.930 21.938 1.559  0.424
43 H 21.315 20.669 -0.412  0.298
44 H 19.640 21.550 -0.600  0.343
45 H 20.145 18.679 -1.158  0.365
46 H 18.835 19.278 -0.433  0.613
47 H 21.536 19.927 2.430  0.496
48 H 20.093 19.978 2.893  0.500
49 C 15.799 20.122 2.177  -0.297
50 C 16.236 20.653 3.496  -1.238
51 C 15.984 19.575 4.551  0.016
52 S 14.531 18.854 4.127  1.224
53 O 13.425 19.502 4.767  -0.761
54 O 14.647 17.419 4.215  -0.291
55 C 14.503 19.363 2.386  -0.994
56 H 16.476 19.398 1.730  -0.095
57 H 15.626 20.950 1.550  0.521
58 H 15.609 21.408 3.690  0.521
59 H 17.232 20.952 3.536  0.493
60 H 15.638 20.023 5.543  0.347
61 H 16.759 18.848 4.639  -0.317
62 H 13.579 20.099 2.326  0.307
63 H 14.405 18.552 1.722  0.582
64 C 9.355 15.135 3.261  -0.379
65 C 9.455 16.391 4.212  -0.692
66 C 10.912 16.864 4.079  -0.729
67 S 11.790 15.268 3.978  1.506
68 O 12.009 15.033 5.379  -0.756
69 O 12.875 15.309 3.042  -0.677
70 C 10.514 14.168 3.463  -1.131
71 H 9.617 15.358 2.086  0.182
72 H 8.164 14.835 3.385  0.272
73 H 9.183 16.168 5.223  0.339
74 H 8.615 17.037 4.035  0.451
75 H 11.364 17.709 4.699  0.348
76 H 11.185 17.145 3.011  0.292
77 H 10.505 13.520 4.291  0.407
78 H 11.079 13.695 2.657  0.472
79 C 19.872 17.009 8.075  -0.300
80 C 20.164 18.474 7.634  -1.259
81 C 18.995 18.849 6.792  -0.366
82 S 17.537 17.906 7.214  1.201
83 O 17.001 17.094 6.204  -0.213
84 O 16.633 18.787 7.903  -0.747
85 C 18.401 16.999 8.411  -0.890
86 H 20.739 16.668 8.783  0.385
87 H 19.974 16.411 7.224  0.124
88 H 20.946 18.236 7.233  0.699
89 H 20.063 19.109 8.526  0.278
90 H 19.357 18.614 5.669  -0.026
91 H 18.598 19.878 6.876  0.567
92 H 17.815 16.109 8.502  0.346
93 H 18.383 17.331 9.414  0.381
94 C 14.735 10.014 0.352  -0.572
95 C 15.010 10.990 -0.793  -0.896
96 C 16.291 11.613 -0.577  -0.577
97 S 16.448 11.763 1.215  1.027
98 O 16.314 13.088 1.622  -0.448
99 O 17.663 11.047 1.629  -0.729
100 C 15.004 10.905 1.606  -0.411
101 H 15.207 9.003 0.311  0.299
102 H 13.564 9.899 0.507  0.303
103 H 14.163 11.719 -0.912  0.257
104 H 14.860 10.487 -1.579  0.608
105 H 16.634 12.685 -0.883  0.363
106 H 17.208 10.745 -0.758  0.248
107 H 14.106 11.540 1.611  0.085
108 H 15.096 10.496 2.644  0.457

As for the energy above the lowest of the compared OMol25 structures with the same formula, charge and spin: 232.2 kJ/mol. For the gap between HOMO and LUMO, the calculation gives 9.61 eV. The calculated total energy is -127170.71091 eV. As for the net charge: +1.

---

The lowest gap between HOMO and LUMO belongs to which entry? C28H58FN13O28

---

What is the net charge in the first record? 0

---

What is the formula in the first record? C28H58FN13O28